1.
Computed, not measured: a molecular structure, C36H37AsBMnN2O4, with ωB97M-V with the def2-TZVPD basis set.

Structure (XYZ):
```
82
Properties=species:S:1:pos:R:3:forces:R:3
Mn 1.001 0.240 -1.010 -0.112 -0.157 -0.491
O -4.864 -3.150 -2.776 0.005 -0.021 0.014
C -3.627 -3.816 -2.929 -0.020 0.000 -0.005
C -2.511 -2.868 -2.602 0.096 -0.048 0.013
C -1.217 -3.345 -2.422 -0.126 -0.011 -0.011
C -0.229 -2.450 -2.083 0.130 0.035 -0.025
N -0.451 -1.140 -1.937 0.037 -0.093 0.054
C -1.687 -0.665 -2.139 0.009 -0.231 0.037
C -2.737 -1.510 -2.467 -0.103 0.139 0.007
C -1.855 0.797 -1.951 -0.008 0.207 0.079
C -3.039 1.462 -2.227 -0.069 -0.149 0.001
C -3.136 2.828 -2.013 0.095 0.051 0.015
C -4.429 3.567 -2.254 -0.008 -0.006 0.002
O -4.237 4.900 -2.664 0.012 0.032 0.030
C -2.014 3.499 -1.543 -0.093 0.010 -0.068
C -0.865 2.775 -1.304 0.142 0.000 -0.001
N -0.780 1.457 -1.495 0.007 -0.001 0.110
H -5.574 -3.735 -3.057 0.005 0.014 -0.011
H -3.489 -4.174 -3.955 -0.006 -0.008 -0.006
H -3.553 -4.682 -2.262 0.000 -0.004 0.007
H -0.988 -4.398 -2.514 0.017 0.005 0.007
H 0.788 -2.782 -1.910 -0.005 -0.008 -0.004
H -3.742 -1.134 -2.588 0.014 -0.004 0.000
H -3.892 0.919 -2.611 0.007 0.016 0.001
H -4.970 3.619 -1.306 -0.029 -0.024 -0.008
H -5.055 3.003 -2.952 0.003 0.009 -0.018
H -3.970 4.921 -3.589 -0.008 -0.016 0.001
H -2.042 4.568 -1.382 0.019 -0.007 0.006
H 0.035 3.262 -0.948 -0.004 0.006 0.001
C 1.516 -0.106 5.803 -0.010 -0.021 0.021
C 0.693 -1.194 5.535 0.030 0.038 0.014
C 0.268 -1.438 4.240 -0.070 0.035 -0.092
C 0.672 -0.590 3.213 0.026 -0.130 -0.023
C 1.510 0.488 3.475 0.021 -0.043 -0.069
C 1.923 0.734 4.777 0.012 0.011 -0.011
As 0.080 -0.835 1.394 0.045 0.324 -0.149
C -1.720 -0.135 1.375 -0.135 -0.072 0.045
C -2.114 1.186 1.521 0.009 0.015 -0.015
C -3.456 1.515 1.389 -0.004 -0.032 -0.003
C -4.388 0.524 1.095 0.012 0.031 0.007
C -3.995 -0.798 0.953 -0.034 -0.052 -0.010
C -2.655 -1.140 1.107 0.054 0.044 -0.003
C -2.088 -2.504 1.026 0.038 0.025 0.000
C -2.804 -3.671 0.780 -0.045 -0.014 -0.008
C -2.146 -4.893 0.748 0.014 0.018 0.007
C -0.772 -4.965 0.951 -0.023 0.019 0.005
C -0.045 -3.805 1.185 0.044 0.020 -0.009
C -0.704 -2.586 1.228 -0.006 -0.055 0.010
H 1.846 0.083 6.816 -0.004 -0.004 -0.006
H 0.384 -1.850 6.338 -0.002 -0.002 -0.006
H -0.380 -2.279 4.023 0.000 -0.015 0.041
H 1.855 1.116 2.661 0.027 0.019 0.024
H 2.573 1.573 4.988 -0.003 -0.004 -0.003
H -1.384 1.956 1.744 -0.009 0.014 0.006
H -3.778 2.540 1.518 0.005 -0.002 0.003
H -5.434 0.785 0.992 0.004 -0.007 -0.002
H -4.736 -1.558 0.736 0.007 0.010 0.001
H -3.875 -3.632 0.624 0.010 -0.006 -0.003
H -2.709 -5.801 0.574 -0.004 0.008 0.000
H -0.270 -5.923 0.933 -0.001 0.002 0.002
H 1.026 -3.855 1.338 -0.002 -0.019 0.003
C 4.459 3.615 -0.950 -0.003 -0.044 -0.026
C 4.940 2.194 -1.216 -0.092 -0.075 0.018
C 6.282 2.217 -1.917 -0.006 -0.005 -0.017
O 3.956 1.584 -2.107 0.315 0.049 -0.160
B 3.085 0.861 -1.356 -0.705 0.062 0.761
O 3.507 0.770 -0.023 0.479 0.099 -0.045
C 4.873 1.284 0.048 -0.029 -0.029 -0.080
C 5.053 2.003 1.370 -0.004 -0.008 -0.028
C 5.807 0.084 -0.035 -0.052 0.025 0.008
H 4.340 4.131 -1.902 0.009 -0.002 0.000
H 5.179 4.167 -0.343 -0.022 0.020 0.004
H 3.494 3.611 -0.440 0.009 0.016 0.011
H 6.226 2.880 -2.781 0.020 0.000 0.002
H 6.568 1.227 -2.267 0.003 0.004 0.007
H 7.058 2.592 -1.247 0.005 0.006 -0.008
H 4.292 2.768 1.516 0.014 0.004 0.007
H 6.036 2.475 1.418 0.000 0.003 0.022
H 4.981 1.282 2.185 0.009 0.010 0.011
H 5.669 -0.451 -0.975 0.024 -0.001 0.000
H 5.582 -0.598 0.785 0.004 0.003 0.001
H 6.849 0.393 0.046 0.010 -0.031 0.002
```
Forces are in eV/Å.

Output
expectation value of S²: 8.762
total charge: +1
Kohn-Sham gap (alpha / beta): 0.2554 / 0.2647 hartree
energy relative to the best compared isomer or geometry (same formula, charge and spin): 5.8 kcal per mole
2S+1: 6

***

2.
Computed, not measured: a single C5H7Cl2F molecule, with ωB97M-V with the def2-TZVPD basis set.

Structure (XYZ):
```
15
Properties=species:S:1:pos:R:3:forces:R:3
C -1.661 -1.149 0.264 1.219 -0.861 1.079
C -0.068 -1.121 0.120 -1.569 -0.107 -1.643
C 0.361 0.187 -0.537 -0.358 -0.263 0.101
C 1.655 0.985 -0.556 -0.699 -0.558 2.320
C 0.470 1.390 0.277 -0.076 0.206 0.325
H -2.013 -0.328 0.870 -0.167 0.250 0.149
H -2.081 -2.106 0.686 0.877 0.853 -0.096
H -2.108 -1.107 -0.703 -0.219 0.390 -0.887
H 0.102 -1.945 -0.581 0.598 0.078 0.225
H 0.488 -1.261 1.016 0.124 -0.310 0.803
H -0.062 0.422 -1.451 -1.377 -0.120 -1.797
H 1.780 1.674 -1.326 0.705 0.456 -1.591
F 0.564 1.090 1.574 0.106 0.242 1.282
Cl 3.054 0.404 0.280 0.447 0.080 -0.058
Cl -0.481 2.865 0.067 0.388 -0.336 -0.211
```
Forces are in eV/Å.

Output
Kohn-Sham gap: 0.3985 hartree
energy relative to the best compared isomer or geometry (same formula, charge and spin): 16.3 kcal per mole
SMILES string: CC[C@@H]1[C@H](Cl)[C@@]1(F)Cl

***

3.
Computed, not measured: a single C2H3NO molecule, with ωB97M-V with the def2-TZVPD basis set.

Structure (XYZ):
```
7
Properties=species:S:1:pos:R:3:forces:R:3
C -0.306 0.135 0.521 -0.316 -2.367 1.207
C 0.433 -0.175 -0.641 0.165 1.560 -2.177
N -1.047 0.575 1.387 0.359 0.315 -0.895
O 0.696 -1.166 0.303 -0.498 1.296 1.840
H -0.071 -0.669 -1.539 0.564 1.529 0.747
H 1.189 0.704 -0.816 -0.765 -1.992 -0.316
H -1.213 0.220 2.324 0.490 -0.342 -0.405
```
Forces are in eV/Å.

Output
Kohn-Sham gap: 0.3976 hartree
energy relative to the best compared isomer or geometry (same formula, charge and spin): 65.8 kcal per mole
SMILES string: [H]/N=C1/CO1

***

| no. | total energy (hartree) | strongest force on any atom (eV/Å) |
| --- | --- | --- |
| 1 | -5216.05436 | 1.039 |
| 2 | -1214.91394 | 2.486 |
| 3 | -207.89278 | 2.683 |